101
Properties=species:S:1:pos:R:3 method="wB97M-V/def2-TZVPD" smiles="CCOCCO[Si@H](CCCCl)C[C@H]1CO1.C[C@@H]1COC(=O)O1.C[C@@H]1COC(=O)O1.C[C@@H]1COC(=O)O1.C[C@@H]1COC(=O)O1.C[C@@H]1COC(=O)O1" homo_lumo_gap_ev=9.8 homo_ev=-9.56 e_tot_ev=-89193.9802 charge=0 molar_mass_g_mol=763.259
C -0.041 -1.243 -1.369
C -0.966 -2.444 -1.229
O -2.015 -2.464 -2.187
C -1.576 -2.684 -3.510
C -2.752 -3.110 -4.354
O -3.676 -2.056 -4.543
Si -5.145 -1.982 -3.788
C -5.672 -0.187 -3.896
C -6.580 0.276 -2.739
C -5.730 0.832 -1.611
Cl -6.670 1.027 -0.099
C -5.162 -2.675 -2.033
C -6.406 -3.481 -1.811
C -7.116 -3.439 -0.530
O -7.644 -2.798 -1.683
H 0.528 -1.096 -0.455
H 0.662 -1.407 -2.190
H -0.642 -0.364 -1.607
H -0.425 -3.393 -1.251
H -1.475 -2.381 -0.264
H -1.155 -1.764 -3.934
H -0.813 -3.470 -3.567
H -3.221 -4.004 -3.921
H -2.371 -3.400 -5.339
H -6.114 -2.820 -4.551
H -6.143 -0.027 -4.866
H -4.748 0.401 -3.878
H -7.229 1.083 -3.088
H -7.241 -0.513 -2.377
H -4.893 0.181 -1.369
H -5.341 1.815 -1.870
H -5.122 -1.898 -1.270
H -4.325 -3.362 -1.893
H -6.455 -4.430 -2.357
H -6.739 -2.777 0.240
H -7.593 -4.372 -0.248
C 1.771 -5.440 1.265
C 2.340 -4.137 1.757
C 2.271 -3.895 3.252
O 2.217 -2.462 3.319
C 1.656 -2.019 2.168
O 1.303 -0.900 1.975
O 1.558 -3.026 1.274
H 0.750 -5.573 1.627
H 1.748 -5.459 0.176
H 2.385 -6.269 1.618
H 3.362 -3.997 1.394
H 3.129 -4.260 3.808
H 1.350 -4.296 3.680
C 1.877 2.194 4.002
C 3.197 1.981 3.329
C 4.325 1.499 4.218
O 5.487 2.034 3.555
C 5.096 3.141 2.890
O 5.829 3.942 2.395
O 3.756 3.236 2.866
H 1.977 2.842 4.871
H 1.180 2.676 3.318
H 1.452 1.237 4.306
H 3.090 1.333 2.455
H 4.403 0.419 4.298
H 4.268 1.947 5.213
C 6.447 6.657 1.280
C 6.736 8.049 1.762
C 6.625 8.266 3.257
O 6.271 9.654 3.335
C 5.618 9.977 2.194
O 5.023 10.989 2.015
O 5.736 8.979 1.288
H 5.486 6.315 1.653
H 6.420 6.629 0.190
H 7.209 5.962 1.627
H 7.706 8.405 1.400
H 7.544 8.087 3.808
H 5.812 7.676 3.688
C -2.894 -8.645 -4.150
C -2.053 -8.101 -3.028
C -2.787 -7.308 -1.965
O -1.765 -6.420 -1.496
C -0.891 -6.228 -2.511
O -0.045 -5.391 -2.521
O -1.128 -7.103 -3.510
H -3.483 -7.851 -4.609
H -2.263 -9.087 -4.920
H -3.567 -9.413 -3.769
H -1.459 -8.894 -2.564
H -3.168 -7.904 -1.140
H -3.594 -6.710 -2.396
C 1.354 5.838 0.053
C 1.307 6.420 1.439
C 2.610 6.983 1.970
O 2.453 6.810 3.385
C 1.625 5.758 3.582
O 1.451 5.219 4.626
O 1.040 5.395 2.420
H 2.151 5.097 -0.023
H 0.411 5.351 -0.191
H 1.535 6.630 -0.674
H 0.511 7.166 1.525
H 2.779 8.031 1.739
H 3.463 6.385 1.642